(1)
DFT (the ωB97M-V functional and the def2-TZVPD basis) results for a molecular structure, C17H13F6N6O5S3Sn.

Calculated total energy = -3368.566681 Ha
ΔE to the lowest compared entry with this formula, charge and spin = 42.9 kJ/mol
E_HOMO = -0.161 Eh
LUMO level = 2.53 eV
Net charge = -1

Last column: Mulliken charge in e.
Atoms and positions in Å:
Sn1 -0.0827 -0.3146 -0.6528  1.4085
N1 0.7923 0.7728 -5.0782  -0.4682
C1 0.7404 0.1952 -3.8315  0.5324
S1 -0.8725 -0.0819 -3.2054  -0.6178
N2 1.8694 -0.1386 -3.3037  -1.0851
N3 1.7766 -0.7727 -2.0788  0.7313
C2 2.8249 -1.4082 -1.7207  -0.6938
C3 2.9294 -2.2963 -0.5842  0.7964
C4 4.2015 -2.8067 -0.2865  -0.6435
C5 4.4040 -3.7513 0.6929  -0.6669
C6 3.2899 -4.2299 1.3945  -0.3973
C7 2.0283 -3.7648 1.1114  -0.5515
C8 1.7921 -2.7670 0.1302  0.4725
O1 0.5768 -2.3675 -0.0820  -0.8939
H1 -0.0221 1.2911 -5.3534  0.2061
H2 1.6917 1.1318 -5.3536  0.2475
H3 3.6951 -1.3400 -2.3753  0.2590
H4 5.0474 -2.4399 -0.8595  0.3136
H5 5.3977 -4.1165 0.9165  0.3922
H6 3.4209 -4.9843 2.1621  0.3569
H7 1.1638 -4.1226 1.6573  0.4005
F1 1.2305 5.2608 0.0284  -0.2151
C9 0.0271 4.7235 0.2253  0.4179
F2 -0.7502 5.0417 -0.8058  -0.2041
F3 -0.4965 5.2614 1.3285  -0.2148
S2 0.1570 2.8926 0.3862  1.1128
O2 0.8408 2.4644 -0.8118  -0.6137
O3 -1.1940 2.4488 0.5923  -0.5254
N4 1.0557 2.8653 1.6879  -0.6131
S3 1.9143 1.5913 2.0526  1.0447
O4 2.3988 1.7018 3.3934  -0.7010
O5 1.3033 0.3400 1.6437  -0.5364
C10 3.4651 1.7247 1.0370  0.6319
F4 3.3114 1.3108 -0.2117  -0.1424
F5 3.8762 2.9959 1.0206  -0.2656
F6 4.4175 0.9858 1.6090  -0.2424
N5 -3.6947 0.3849 2.6102  -0.0289
C11 -2.4362 0.0185 2.2227  -0.5141
N6 -2.4034 -0.5169 1.0437  -0.2800
C12 -3.7145 -0.4939 0.5882  0.5939
C13 -4.2455 -0.9198 -0.6277  -0.4373
C14 -5.6092 -0.7938 -0.8087  -0.7688
C15 -6.4349 -0.2573 0.1910  -0.3354
C16 -5.9194 0.1887 1.3940  -1.0157
C17 -4.5453 0.0662 1.5691  0.6170
H8 -3.9404 0.8618 3.4582  0.1801
H9 -1.5705 0.1654 2.8519  0.4706
H10 -3.5937 -1.3180 -1.3954  0.3945
H11 -6.0552 -1.1130 -1.7420  0.3762
H12 -7.5003 -0.1854 0.0129  0.3606
H13 -6.5583 0.6156 2.1570  0.3551

---

(2)
DFT (the ωB97M-V functional and the def2-TZVPD basis) results for 2 unconnected molecules or ions with the total composition C17H13FNO3S at a distorted geometry.

Calculated total energy = -1434.154948 Ha
E_HOMO = -0.133 Eh
LUMO level = 2.98 eV
Net charge = -1

Last column: Mulliken charge in e.
Atoms and positions in Å:
F1 1.7585 -0.2724 0.9574  -0.2858
S1 0.3884 0.6206 0.8847  1.1568
C1 -0.7665 -0.6780 1.0831  -0.3929
C2 -1.8959 -0.6490 1.8080  -0.2987
O1 0.4230 1.4723 2.0361  -0.5547
O2 0.3729 1.1418 -0.4522  -0.5571
H1 -0.5065 -1.5651 0.4951  0.3598
H2 -2.5559 -1.4983 1.6255  0.1834
H3 -2.1829 0.1701 2.4713  0.2929
C3 -2.9700 -2.1970 7.2547  -0.5242
C4 -2.5149 -3.1606 6.3407  -0.6358
C5 -2.7765 -2.9992 4.9826  -0.3895
C6 -3.5700 -1.9034 4.5369  1.4163
C7 -4.1223 -1.9207 3.2243  0.1206
C8 -4.1222 -3.1623 2.4078  -0.0659
O3 -3.7517 -3.1563 1.2288  -0.7805
C9 -4.6108 -4.4524 3.0220  0.2516
C10 -5.4886 -4.4135 4.1145  -0.1295
C11 -5.8940 -5.5973 4.7307  -0.6098
C12 -5.5096 -6.8309 4.1815  -0.3534
C13 -4.6933 -6.8777 3.0385  -0.4113
C14 -4.2770 -5.6887 2.4353  -0.5911
C15 -4.8370 -0.8318 2.7106  0.1452
N1 -5.4671 0.0826 2.3218  -0.7906
C16 -3.8265 -0.8308 5.4459  -0.8206
C17 -3.5456 -0.9989 6.7981  -0.4605
H4 -2.8549 -2.3731 8.3258  0.3456
H5 -1.9769 -4.0539 6.6860  0.3505
H6 -2.4313 -3.7484 4.2575  0.4621
H7 -5.8168 -3.4358 4.4862  0.4175
H8 -6.4963 -5.5474 5.6418  0.3596
H9 -5.8741 -7.7608 4.6198  0.3508
H10 -4.3696 -7.8342 2.6141  0.3439
H11 -3.6719 -5.6989 1.5235  0.3922
H12 -4.3055 0.0860 5.0851  0.3502
H13 -3.7976 -0.2023 7.5031  0.3530

---

(3)
DFT (the ωB97M-V functional and the def2-TZVPD basis) results for a molecular structure, C17H13N3O4Se4Zr at a distorted geometry.

Calculated total energy = -10773.598256 Ha
ΔE to the lowest compared entry with this formula, charge and spin = 330.2 kJ/mol
E_HOMO (alpha / beta) = -0.277 / -0.277 Eh
LUMO level (alpha / beta) = -1.66 / -1.66 eV

Last column: Mulliken charge in e.
Atoms and positions in Å:
Zr1 1.7878 -1.0240 -0.8901  0.8335
C1 1.8232 -0.3903 -4.2751  -1.0695
O1 1.1376 -0.1960 -3.0389  -0.0325
C2 -0.1288 0.3274 -3.0791  1.0201
C3 -0.7993 0.6487 -4.2462  -0.6327
C4 -2.0658 1.2087 -4.1795  -0.6420
C5 -2.6570 1.4601 -2.9518  -0.9515
C6 -1.9896 1.1396 -1.7842  -0.3523
C7 -0.7252 0.5567 -1.8317  0.0352
N1 0.0049 0.1848 -0.6742  0.7581
N2 -0.5934 0.4620 0.4259  -0.6990
C8 -0.0783 0.2270 1.6387  -0.1762
C9 1.2757 -0.1541 1.8926  1.0358
O2 2.1103 -0.3358 0.9346  -0.0412
C10 1.7250 -0.2684 3.2359  -0.9173
C11 0.8847 -0.0462 4.2747  -0.8603
C12 -0.4741 0.3420 4.0770  0.7892
C13 -1.3259 0.5820 5.1700  -0.9094
C14 -2.6188 0.9943 4.9732  -0.5204
C15 -3.0938 1.1821 3.6700  -0.7854
C16 -2.2840 0.9343 2.5869  -0.2517
C17 -0.9591 0.5053 2.7632  0.6590
H1 2.0245 0.5729 -4.7429  0.3953
H2 1.2435 -1.0353 -4.9334  0.4341
H3 2.7611 -0.8772 -4.0289  0.2129
H4 -0.3454 0.4730 -5.2106  0.4109
H5 -2.5861 1.4485 -5.0969  0.3957
H6 -3.6378 1.9136 -2.9036  0.3924
H7 -2.4331 1.3232 -0.8191  0.4064
H8 2.7581 -0.5532 3.3847  0.4630
H9 1.2487 -0.1531 5.2898  0.3750
H10 -0.9444 0.4394 6.1741  0.3892
H11 -3.2726 1.1717 5.8168  0.3892
H12 -4.1068 1.5299 3.5146  0.4061
H13 -2.6552 1.0738 1.5827  0.3969
Se1 0.3452 -3.0128 0.0806  -0.1444
Se2 3.9739 -2.4930 0.2769  -0.0254
Se3 4.7295 -1.1589 -1.4358  -0.0982
Se4 3.5582 0.8960 -1.4626  -0.3669
O3 2.8645 -3.8945 -0.7804  -0.2581
N3 1.6962 -3.5301 -1.2543  -0.0003
O4 1.8216 -2.4745 -2.1437  -0.4631

---

(4)
DFT (the ωB97M-V functional and the def2-TZVPD basis) results for a molecular structure, C17H13N4PtS.

Calculated total energy = -1391.922946 Ha
E_HOMO (alpha / beta) = -0.412 / -0.412 Eh
LUMO level (alpha / beta) = -4.86 / -4.86 eV
Net charge = +1

Last column: Mulliken charge in e.
Atoms and positions in Å:
Pt1 -0.4796 -0.8496 0.3018  0.5388
C1 -2.9567 3.2930 2.3430  -0.5096
C2 -1.6370 3.7850 2.0478  -0.4691
C3 -0.7774 3.1706 1.1980  -0.5891
C4 -1.1428 1.9149 0.6316  0.6591
C5 -2.4640 1.3258 0.9713  0.0705
C6 -3.3692 2.1421 1.7990  -0.5956
N1 -0.3436 1.1083 -0.0422  -0.1591
C7 0.7963 1.4048 -0.8224  0.3677
C8 1.1689 2.6715 -1.2589  -0.4967
C9 2.2911 2.8231 -2.0595  -0.7920
C10 3.0609 1.7327 -2.4518  -0.6365
C11 2.6912 0.4611 -2.0607  -0.4385
C12 1.5656 0.3053 -1.2651  0.3931
N2 1.0869 -0.9595 -0.8457  0.4618
N3 1.6763 -2.0355 -1.0836  -0.9362
C13 0.9832 -3.1212 -0.5068  0.3873
C14 1.4443 -4.4034 -0.7211  -0.4107
C15 0.7439 -5.4610 -0.1590  -0.2526
C16 -0.3869 -5.1991 0.5952  -0.7075
C17 -0.7910 -3.8860 0.7764  0.1236
N4 -0.1220 -2.8651 0.2426  -0.3176
H1 -3.6011 3.8711 2.9894  0.4049
H2 -1.3090 4.6910 2.5430  0.4094
H3 0.2149 3.5646 1.0441  0.5485
H4 -2.9475 0.9209 0.0835  0.3568
H5 -4.3733 1.7682 1.9499  0.4371
H6 0.5736 3.5354 -1.0071  0.6148
H7 2.5635 3.8154 -2.3931  0.4061
H8 3.9316 1.8778 -3.0749  0.3972
H9 3.2481 -0.4136 -2.3665  0.4687
H10 2.3315 -4.5476 -1.3197  0.4584
H11 1.0803 -6.4772 -0.3105  0.4276
H12 -0.9578 -5.9958 1.0490  0.3930
H13 -1.6647 -3.6288 1.3585  0.4006
S1 -2.1285 -0.3393 1.8243  -0.4140

---

(5)
DFT (the ωB97M-V functional and the def2-TZVPD basis) results for a single C17H14BrN5O6 molecule at a distorted geometry.

Calculated total energy = -3955.208516 Ha
SMILES = COC1=CC=C/C(=C/NNC(=O)c2ccc(Cn3cc(Br)c([N+](=O)[O-])n3)o2)C1=O
ΔE to the lowest compared entry with this formula, charge and spin = 0.0 kJ/mol
E_HOMO = -0.269 Eh
LUMO level = -0.94 eV

Last column: Mulliken charge in e.
Atoms and positions in Å:
O1 2.3737 -3.3952 1.2877  -0.8192
O2 -1.9145 -2.4050 0.6912  -0.6024
O3 -0.2149 6.1374 -0.6415  -0.5453
O4 -0.3249 5.7269 -2.7875  -0.5405
Br1 -2.3554 3.9745 -4.2740  -0.1152
N1 -2.3815 4.4511 -0.2426  -0.8702
O5 -2.8714 1.0598 0.7978  -0.3277
O6 4.9825 -4.7918 0.9713  -0.4180
C1 3.2325 -2.9267 0.5241  1.1984
C2 -1.8213 -1.2119 0.6754  -0.0024
C3 -1.8848 4.7714 -1.4234  0.5382
C4 5.5866 -2.8936 -0.2061  -0.4564
C5 -4.3478 -0.6011 0.6001  -0.5508
C6 5.4044 -1.4976 -0.6934  -0.5733
C7 -5.0627 0.6264 0.5127  -0.4138
C8 -2.6279 4.1018 -2.4240  -0.4248
C9 4.5568 -3.5749 0.4337  -0.0492
C10 -2.9969 -0.2993 0.6957  0.6318
C11 4.1840 -0.8788 -0.6594  -0.7160
C12 -3.6064 3.4377 -1.8369  -0.2506
C13 -4.1304 1.6138 0.6588  0.5117
C14 1.7109 -0.8156 0.0216  -0.2525
C15 3.0130 -1.5675 -0.0259  0.3514
N2 -0.5849 -0.5584 0.6933  -0.2078
N3 -3.4635 3.6474 -0.4850  0.8262
N4 -0.7243 5.5724 -1.6375  0.9408
N5 0.6647 -1.2197 0.7262  -0.1864
C16 4.1705 -5.5153 1.9056  -0.6684
C17 -4.3416 3.0900 0.5639  -0.9942
H1 6.5561 -3.3498 -0.2251  0.4165
H2 -4.7885 -1.6058 0.5409  0.4507
H3 6.2680 -0.9901 -1.1399  0.3399
H4 -6.1452 0.7511 0.3929  0.4267
H5 4.1166 0.0894 -1.1587  0.2746
H6 -4.3429 2.8588 -2.3836  0.4435
H7 1.6080 0.1267 -0.5229  0.3691
H8 -0.6168 0.4611 0.6115  0.3308
H9 0.7011 -2.1563 1.1763  0.3888
H10 3.3416 -6.0429 1.4066  0.2726
H11 4.7555 -6.2643 2.4598  0.2632
H12 3.7623 -4.8569 2.6538  0.2674
H13 -4.0680 3.5930 1.4937  0.3386
H14 -5.3720 3.3280 0.2727  0.4039

---

(6)
DFT (the ωB97M-V functional and the def2-TZVPD basis) results for a single C17H14ClF2IN2O2 molecule.

Calculated total energy = -1873.746471 Ha
SMILES = O=C(NOCC1CC1)c1ccc(F)c(F)c1Nc1ccc(I)cc1Cl
E_HOMO = -0.305 Eh
LUMO level = 0.44 eV

Last column: Mulliken charge in e.
Atoms and positions in Å:
O1 -0.1858 -0.9312 2.5870  -0.6152
C1 -1.0291 -0.4333 1.8774  -0.2486
N1 -1.5092 -1.0110 0.7471  -0.1274
H1 -2.1540 -0.5310 0.1355  0.3993
O2 -0.8308 -2.0469 0.0960  -0.1784
C2 -0.9343 -3.3130 0.7362  -0.6323
C3 -2.2597 -4.0270 0.5425  0.0305
C4 -3.5725 -3.3653 0.8383  -0.5550
C5 -3.1779 -3.6519 -0.5798  -0.5270
H2 -3.6928 -4.4369 -1.1117  0.2984
H3 -2.8845 -2.8242 -1.2075  0.1351
H4 -4.3517 -3.9667 1.2823  0.2762
H5 -3.5740 -2.3423 1.1818  0.1044
H6 -2.1785 -5.0785 0.7891  0.4520
H7 -0.1368 -3.8873 0.2565  0.3723
H8 -0.6998 -3.2111 1.8015  0.3347
C6 -1.7591 0.8335 2.2227  0.8613
C7 -2.3202 0.9292 3.4893  -0.7513
C8 -3.0620 2.0309 3.8695  -0.7297
C9 -3.2390 3.0607 2.9594  0.4756
C10 -2.6493 3.0017 1.7093  0.5457
C11 -1.8777 1.9002 1.3161  -0.4062
N2 -1.3211 1.9007 0.0582  -0.0672
C12 -0.1446 1.2664 -0.3227  -0.5912
C13 0.9217 1.0851 0.5566  -0.2288
C14 2.0587 0.4101 0.1601  -0.6911
C15 2.1501 -0.0710 -1.1336  -0.1936
C16 1.1297 0.1336 -2.0449  -0.4348
C17 -0.0094 0.7977 -1.6331  0.8599
Cl1 -1.3110 1.0398 -2.7530  -0.2317
H9 1.2038 -0.2317 -3.0568  0.4153
I1 3.8696 -1.1289 -1.7403  0.0770
H10 2.8642 0.2623 0.8612  0.4245
H11 0.8538 1.4725 1.5610  0.4820
H12 -1.7252 2.5372 -0.6165  0.3527
F1 -2.8080 4.0130 0.8266  -0.3340
F2 -3.9734 4.1302 3.2971  -0.3111
H13 -3.5102 2.1046 4.8459  0.4594
H14 -2.1776 0.1082 4.1743  0.4980

---

(7)
DFT (the ωB97M-V functional and the def2-TZVPD basis) results for a molecular structure, C17H14F6N5O6RuS3 at a distorted geometry.

Calculated total energy = -3270.031854 Ha
ΔE to the lowest compared entry with this formula, charge and spin = 296.0 kJ/mol
E_HOMO (alpha / beta) = -0.303 / -0.305 Eh
LUMO level (alpha / beta) = -1.65 / -1.18 eV
Multiplicity = 2

Last column: Mulliken spin population.
Atoms and positions in Å:
Ru1 -0.1472 0.0578 0.0309  0.9754
N1 0.8134 -0.9703 4.2326  -0.0020
C1 0.8311 -0.6530 2.9266  -0.0117
S1 -0.2526 0.6202 2.4354  -0.0169
N2 1.7030 -1.2601 2.1720  0.0061
N3 1.6227 -1.1149 0.8683  -0.0030
C2 2.6037 -1.3297 0.0760  0.0077
C3 2.3815 -1.1135 -1.3380  0.0068
C4 3.3194 -1.3918 -2.3254  0.0029
C5 3.0714 -0.9803 -3.6217  -0.0025
C6 1.8880 -0.3201 -3.9163  0.0028
C7 0.9664 -0.1452 -2.8982  -0.0039
N4 1.2118 -0.5438 -1.6558  0.0041
H1 0.3204 -0.3667 4.8655  0.0009
H2 1.5294 -1.5832 4.5854  -0.0009
H3 3.5935 -1.5823 0.4430  0.0005
H4 4.2401 -1.8942 -2.0638  0.0002
H5 3.8030 -1.1601 -4.3975  -0.0001
H6 1.6846 0.0592 -4.9066  0.0002
H7 0.0051 0.3242 -3.0670  0.0009
F1 4.8752 1.9903 0.5077  -0.0001
C8 4.0243 3.0112 0.3560  0.0030
F2 4.6591 4.0097 -0.2460  0.0003
F3 3.6316 3.4116 1.5608  0.0000
S2 2.5905 2.3608 -0.6372  0.0020
O1 1.9171 1.5143 0.3292  0.0109
O2 3.2155 1.7231 -1.7544  0.0003
N5 1.7782 3.6485 -1.0218  0.0007
S3 0.2038 3.6031 -0.9652  0.0066
O3 -0.3879 4.4883 -1.9071  0.0003
O4 -0.3714 2.2675 -0.8948  0.0072
C9 -0.1548 4.3514 0.7088  0.0003
F4 0.7065 3.8811 1.6101  0.0001
F5 -1.3902 4.0516 1.1045  0.0007
F6 -0.0271 5.6735 0.6543  -0.0001
C10 -4.1487 -0.9299 -1.8949  0.0030
C11 -3.0455 -1.0255 -0.8682  0.0036
O5 -1.9902 -0.4315 -1.1310  0.0308
C12 -3.2472 -1.8113 0.3182  0.0119
C13 -4.5297 -2.2636 0.6846  0.0000
C14 -4.7385 -2.9852 1.8286  -0.0015
C15 -3.6496 -3.2834 2.6626  0.0008
C16 -2.3853 -2.8823 2.3312  -0.0034
C17 -2.1225 -2.1476 1.1388  -0.0045
O6 -0.8979 -1.8810 0.8528  -0.0408
H8 -3.8027 -0.3108 -2.7185  0.0003
H9 -5.0426 -0.4799 -1.4658  -0.0002
H10 -4.4003 -1.9232 -2.2660  0.0005
H11 -5.3772 -2.0216 0.0577  0.0000
H12 -5.7329 -3.3208 2.0887  0.0000
H13 -3.8207 -3.8348 3.5787  -0.0001
H14 -1.5277 -3.1057 2.9525  -0.0004

---

(8)
DFT (the ωB97M-V functional and the def2-TZVPD basis) results for a molecular structure, C17H14IIrN3O7.

Calculated total energy = -1749.270081 Ha
ΔE to the lowest compared entry with this formula, charge and spin = 54.3 kJ/mol
E_HOMO (alpha / beta) = -0.171 / -0.216 Eh
LUMO level (alpha / beta) = 2.24 / 1.21 eV
Multiplicity = 5
Net charge = -1

Last column: Mulliken spin population.
Atoms and positions in Å:
Ir1 0.3826 0.4923 0.2637  2.9211
N1 1.7047 2.6602 0.3870  0.1192
C1 3.0677 2.1808 0.1733  0.0112
C2 3.3086 0.9352 1.0353  -0.0111
O1 4.3762 0.7918 1.6195  0.0680
N2 2.2541 0.1020 1.0825  0.3085
C3 2.1104 -0.7896 2.2273  0.0054
C4 0.8973 -0.3341 3.0514  0.0243
O2 0.8318 -0.5733 4.2409  0.0128
O3 -0.0091 0.3047 2.3639  0.1422
H1 1.4019 3.3509 -0.2863  -0.0118
H2 1.5674 3.0275 1.3205  -0.0107
H3 3.8459 2.9029 0.4288  0.0060
H4 3.1771 1.9149 -0.8813  -0.0042
H5 3.0067 -0.7878 2.8437  0.0002
H6 1.8923 -1.8094 1.8969  0.0019
O4 -1.1702 3.0774 -2.6971  0.0218
C5 -0.6854 2.1647 -2.0474  -0.0050
O5 -0.8646 1.9268 -0.7987  0.0894
C6 0.2407 1.1817 -2.7607  0.0292
C7 0.4572 1.2279 -4.1284  0.0026
C8 1.2866 0.2736 -4.6933  -0.0024
C9 1.8642 -0.6938 -3.8819  -0.0024
C10 1.5997 -0.6678 -2.5229  0.0001
N3 0.8127 0.2614 -1.9907  0.0778
H7 -0.0318 2.0006 -4.7040  0.0012
H8 1.4780 0.2763 -5.7589  -0.0006
H9 2.5067 -1.4604 -4.2918  0.0007
H10 2.0022 -1.3972 -1.8307  0.0070
I1 -6.7546 -0.5291 2.3972  0.0001
C11 -4.8044 -1.1052 1.8920  0.0007
C12 -4.1659 -0.4906 0.8186  0.0116
C13 -2.8798 -0.8773 0.4913  -0.0044
C14 -2.2251 -1.8695 1.2214  0.0122
C15 -2.8855 -2.4712 2.2954  -0.0030
C16 -4.1683 -2.0951 2.6367  0.0009
C17 -0.8166 -2.3056 0.8953  0.0170
O6 -0.3553 -3.3012 1.4342  0.0341
O7 -0.1875 -1.5922 0.0125  0.1318
H11 -4.6648 0.2844 0.2523  0.0002
H12 -2.3758 -0.4032 -0.3402  -0.0035
H13 -2.3559 -3.2291 2.8567  -0.0002
H14 -4.6723 -2.5555 3.4761  0.0000